Record 1
{"formula": "C29H31N4O9S2Y", "method": "ωB97M-V with the def2-TZVPD basis set", "max_force_ev_per_a": 1.072, "e_homo_ev": -1.854, "total_charge": -2, "homo_lumo_gap_ev": 6.343, "relative_energy_ev": 0.0000, "elements": ["Y", "O", "C", "C", "C", "C", "C", "C", "C", "O", "N", "N", "C", "C", "C", "C", "C", "C", "C", "O", "H", "H", "H", "H", "H", "H", "H", "H", "H", "H", "O", "S", "O", "O", "C", "C", "C", "C", "C", "C", "S", "O", "O", "O", "H", "H", "H", "H", "C", "C", "C", "C", "N", "N", "C", "H", "H", "H", "H", "H", "H", "H", "H", "C", "C", "C", "C", "H", "H", "H", "H", "H", "H", "H", "H", "H"], "positions_angstrom": [[0.284, -0.483, 0.177], [0.447, -4.997, -1.353], [-0.802, -5.130, -1.827], [-1.078, -6.239, -2.634], [-2.339, -6.426, -3.164], [-3.356, -5.512, -2.902], [-3.081, -4.418, -2.098], [-1.821, -4.207, -1.544], [-1.566, -3.011, -0.672], [-0.357, -2.833, -0.251], [-2.581, -2.232, -0.426], [-2.130, -1.191, 0.383], [-3.051, -0.505, 0.941], [-2.809, 0.482, 1.984], [-3.873, 1.280, 2.399], [-3.763, 2.163, 3.459], [-2.545, 2.218, 4.141], [-1.482, 1.423, 3.771], [-1.562, 0.541, 2.666], [-0.539, -0.170, 2.320], [0.454, -4.121, -0.855], [-0.271, -6.932, -2.833], [-2.532, -7.287, -3.793], [-4.345, -5.646, -3.320], [-3.843, -3.685, -1.870], [-4.090, -0.737, 0.684], [-4.808, 1.201, 1.853], [-4.594, 2.795, 3.742], [-2.427, 2.903, 4.976], [-0.528, 1.475, 4.285], [-1.904, 3.845, 0.129], [-0.803, 3.108, -0.425], [0.493, 3.764, -0.306], [-0.770, 1.702, -0.014], [-1.115, 3.039, -2.200], [-1.860, 4.112, -2.682], [-2.185, 4.229, -4.024], [-1.766, 3.259, -4.913], [-1.018, 2.187, -4.451], [-0.684, 2.060, -3.106], [0.273, 0.586, -2.718], [0.777, 0.109, -3.975], [1.279, 0.980, -1.725], [-0.683, -0.322, -2.046], [-2.202, 4.852, -1.972], [-2.770, 5.076, -4.363], [-2.017, 3.328, -5.965], [-0.668, 1.426, -5.132], [2.277, 4.405, 2.730], [2.269, 2.914, 2.718], [2.470, 1.963, 3.701], [2.240, 0.730, 3.065], [1.940, 0.916, 1.785], [1.975, 2.245, 1.597], [2.211, -0.635, 3.665], [3.250, 4.795, 3.035], [1.524, 4.786, 3.422], [2.041, 4.796, 1.743], [2.711, 2.131, 4.737], [1.670, 2.658, 0.711], [3.163, -0.884, 4.142], [2.010, -1.386, 2.905], [1.414, -0.702, 4.406], [4.366, -1.954, 0.869], [3.793, -1.481, -0.462], [4.198, -0.030, -0.715], [2.276, -1.704, -0.541], [5.444, -1.771, 0.941], [4.189, -3.022, 1.021], [3.889, -1.422, 1.693], [4.298, -2.078, -1.244], [3.870, 0.612, 0.105], [3.736, 0.354, -1.624], [5.287, 0.066, -0.810], [2.094, -2.769, -0.333], [2.011, -1.590, -1.613]]}

---

Record 2
{"formula": "C29H31N8O6PRbS2", "method": "ωB97M-V with the def2-TZVPD basis set", "max_force_ev_per_a": 0.224, "e_homo_ev": -4.700, "total_charge": -1, "homo_lumo_gap_ev": 6.487, "relative_energy_ev": 0.2214, "elements": ["Rb", "O", "C", "C", "C", "C", "C", "C", "C", "O", "N", "N", "C", "C", "C", "C", "C", "C", "N", "H", "H", "H", "H", "H", "H", "H", "H", "H", "H", "C", "N", "C", "N", "C", "N", "C", "P", "C", "C", "H", "H", "H", "H", "H", "H", "H", "H", "H", "H", "H", "H", "H", "S", "C", "C", "C", "N", "C", "C", "C", "C", "C", "N", "C", "C", "H", "H", "H", "H", "H", "H", "H", "H", "O", "S", "O", "O", "O"], "positions_angstrom": [[-1.090, -0.692, 0.123], [0.594, -3.964, -3.370], [1.902, -4.105, -3.084], [2.757, -4.565, -4.089], [4.109, -4.711, -3.841], [4.632, -4.399, -2.590], [3.785, -3.941, -1.595], [2.419, -3.781, -1.815], [1.504, -3.230, -0.760], [0.301, -3.000, -1.098], [2.066, -3.019, 0.420], [1.228, -2.384, 1.293], [1.653, -2.332, 2.494], [0.915, -1.622, 3.549], [1.447, -1.583, 4.840], [0.773, -0.899, 5.835], [-0.422, -0.270, 5.521], [-0.877, -0.364, 4.213], [-0.239, -1.013, 3.247], [0.201, -3.582, -2.508], [2.324, -4.819, -5.049], [4.761, -5.076, -4.627], [5.690, -4.515, -2.393], [4.161, -3.687, -0.613], [2.598, -2.805, 2.768], [2.384, -2.086, 5.045], [1.174, -0.855, 6.840], [-0.983, 0.286, 6.260], [-1.805, 0.120, 3.920], [0.725, -1.456, -5.774], [1.604, -0.596, -4.871], [1.536, 0.839, -5.367], [0.201, 1.309, -5.403], [-0.606, 0.442, -6.257], [-0.599, -0.954, -5.834], [-1.334, -1.139, -4.565], [-0.727, -0.098, -3.145], [1.107, -0.659, -3.451], [-0.409, 1.489, -4.061], [0.743, -2.462, -5.354], [1.198, -1.434, -6.760], [2.564, -0.937, -4.938], [1.974, 0.838, -6.370], [2.145, 1.436, -4.688], [-0.213, 0.499, -7.278], [-1.633, 0.803, -6.244], [-1.269, -2.193, -4.287], [-2.380, -0.888, -4.722], [1.220, -1.688, -3.119], [1.774, -0.028, -2.858], [0.250, 2.120, -3.461], [-1.354, 2.011, -4.173], [-2.185, 5.281, 4.436], [-1.635, 3.953, 3.387], [-2.488, 3.373, 2.463], [-2.006, 2.331, 1.673], [-0.766, 1.858, 1.791], [0.046, 2.435, 2.672], [-0.330, 3.490, 3.487], [-2.328, 4.468, 5.992], [-2.195, 3.102, 6.196], [-2.347, 2.606, 7.483], [-2.614, 3.350, 8.552], [-2.740, 4.661, 8.340], [-2.607, 5.263, 7.103], [-3.506, 3.718, 2.345], [-2.636, 1.872, 0.918], [1.047, 2.022, 2.744], [0.366, 3.927, 4.190], [-1.980, 2.427, 5.378], [-2.249, 1.538, 7.653], [-2.955, 5.268, 9.212], [-2.713, 6.336, 7.008], [-3.656, 0.313, -0.787], [-3.159, 1.301, -1.779], [-4.121, 2.363, -2.030], [-1.847, 1.828, -1.304], [-2.871, 0.557, -3.079]]}

---

Record 3
{"formula": "C29H32AlN2OSe2", "method": "ωB97M-V with the def2-TZVPD basis set", "max_force_ev_per_a": 0.134, "e_homo_ev": -17.205, "total_charge": 3, "homo_lumo_gap_ev": 7.910, "relative_energy_ev": 0.0000, "elements": ["Al", "C", "C", "C", "C", "C", "C", "C", "C", "C", "H", "H", "H", "H", "H", "H", "H", "H", "H", "H", "H", "H", "Se", "Se", "C", "C", "C", "C", "C", "N", "C", "C", "C", "C", "C", "N", "H", "H", "H", "H", "H", "H", "H", "H", "C", "C", "C", "C", "C", "C", "C", "O", "C", "C", "C", "H", "H", "H", "H", "H", "H", "H", "H", "H", "H", "H", "H"], "positions_angstrom": [[0.384, -1.111, 0.599], [1.540, 2.363, 0.584], [2.176, 1.059, 0.956], [3.406, 0.723, 0.422], [4.160, -0.344, 0.919], [5.511, -0.642, 0.352], [3.676, -1.062, 2.020], [2.457, -0.758, 2.592], [2.067, -1.353, 3.911], [1.616, 0.208, 1.962], [0.482, 2.418, 0.828], [1.685, 2.606, -0.468], [2.037, 3.149, 1.160], [3.835, 1.349, -0.353], [6.259, -0.026, 0.860], [5.565, -0.399, -0.708], [5.795, -1.682, 0.507], [4.305, -1.817, 2.478], [2.403, -2.383, 4.040], [0.997, -1.281, 4.106], [2.572, -0.774, 4.691], [0.786, 0.599, 2.556], [2.339, -4.147, 0.571], [0.632, -3.382, 1.942], [-0.874, -3.590, 0.774], [-1.645, -4.709, 0.571], [-2.723, -4.586, -0.303], [-2.977, -3.367, -0.917], [-2.152, -2.289, -0.652], [-1.108, -2.402, 0.184], [2.342, -2.815, -0.817], [3.183, -3.100, -1.882], [3.263, -2.215, -2.942], [2.489, -1.059, -2.920], [1.681, -0.835, -1.836], [1.599, -1.694, -0.785], [-1.425, -5.640, 1.075], [-3.363, -5.438, -0.494], [-3.810, -3.251, -1.595], [-2.306, -1.319, -1.105], [3.763, -4.015, -1.885], [3.913, -2.432, -3.780], [2.511, -0.347, -3.733], [1.061, 0.049, -1.774], [-4.942, 4.871, -1.786], [-4.039, 3.851, -1.194], [-3.033, 3.245, -1.969], [-2.197, 2.292, -1.455], [-1.137, 1.708, -2.341], [-2.365, 1.898, -0.077], [-1.593, 0.937, 0.548], [-0.618, 0.259, 0.029], [-3.397, 2.520, 0.727], [-3.621, 2.169, 2.173], [-4.194, 3.470, 0.147], [-4.564, 5.265, -2.725], [-5.121, 5.688, -1.087], [-5.917, 4.410, -1.981], [-2.918, 3.556, -3.000], [-1.190, 2.151, -3.332], [-1.259, 0.626, -2.443], [-0.144, 1.897, -1.930], [-1.824, 0.724, 1.591], [-3.897, 1.120, 2.297], [-4.435, 2.765, 2.577], [-2.740, 2.371, 2.784], [-4.966, 3.949, 0.737]]}